Record 1
13
Properties=species:S:1:pos:R:3 method="wB97M-V/def2-TZVPD" homo_ev="-7.5 / -7.5" orbital_gap_ha="0.277 / 0.277" fmax_ev_per_a=0.45 lumo_energy_ev="0.03 / 0.03" total_energy_ev=-9372.66002 relative_energy_kcal_mol=102.29
H -2.47 -0.97 -0.84
C 1.73 -0.12 0.25
H 2.43 0.26 -0.49
H 2.05 0.11 1.26
H 1.46 -1.17 0.12
O -0.30 -0.15 -2.58
H -1.90 -0.24 1.67
C -0.10 0.64 0.83
H 0.17 1.49 1.44
C -1.29 -0.06 0.80
O 0.37 0.74 -0.54
C -1.57 -0.47 -0.51
C -0.57 -0.04 -1.41



Record 2
12
Properties=species:S:1:pos:R:3 method="wB97M-V/def2-TZVPD" homo_ev=-10.3 orbital_gap_ha=0.328 fmax_ev_per_a=6.97 lumo_energy_ev=-1.33 total_energy_ev=-12398.85037 relative_energy_kcal_mol=102.71
H 2.65 -1.50 1.18
H -1.08 -0.81 -1.62
H -0.90 1.90 0.16
C 1.97 -0.61 1.12
O -2.33 1.71 -1.72
C -1.03 -0.10 -0.75
O -0.01 0.10 0.06
C 0.73 -0.94 0.41
O 0.45 -2.02 0.09
H -1.91 -0.61 -0.07
C -1.46 1.35 -0.89
O 1.89 0.56 1.70



Record 3
57
Properties=species:S:1:pos:R:3 method="wB97M-V/def2-TZVPD" homo_ev=-3.4 total_charge=-1 orbital_gap_ha=0.166 fmax_ev_per_a=1.49 lumo_energy_ev=1.09 total_energy_ev=-336098.93916 relative_energy_kcal_mol=0.00
H 0.88 1.21 -3.66
H -4.77 3.20 -2.82
C 3.30 -1.59 0.60
N -0.33 2.27 0.70
H -3.26 4.30 -1.11
C -0.28 -1.72 -2.22
N 1.08 -0.75 0.80
Se 1.41 -0.55 4.49
C -2.18 2.52 -0.78
H 3.21 -3.68 3.61
C -0.09 -3.47 -3.93
H -2.59 -0.41 -2.11
H -1.24 5.31 3.83
C 0.38 2.74 1.78
H 2.60 0.29 -0.13
O 0.86 0.95 -1.70
N -1.53 5.38 2.86
Se -2.31 -1.96 4.96
H 4.55 -4.75 3.38
H 0.94 -0.51 -5.20
H -0.30 -2.02 1.66
C -0.42 -3.08 -2.67
N 1.40 2.02 2.21
H 4.32 -1.44 0.26
C 0.30 -0.82 -3.17
C 1.65 -2.90 1.66
C -3.81 1.31 -2.59
N 0.05 3.82 2.47
H -0.20 -4.51 -4.22
H -4.46 0.78 -3.27
C 0.68 0.52 -2.82
H 1.30 -3.79 2.16
Se -1.63 2.06 5.10
C 0.37 -2.52 -4.86
O -0.72 -1.42 -1.06
C -2.78 0.64 -1.95
C 2.96 -2.73 1.30
H 1.83 1.33 1.64
Se -2.04 -0.06 1.66
N -1.98 1.25 -1.08
Rh -0.47 0.36 -0.08
Cl -1.04 -4.25 -1.55
C 0.55 -1.23 -4.49
C -3.16 3.26 -1.39
C 2.35 -0.63 0.38
Cl 0.75 -3.03 -6.49
C -1.05 4.41 2.07
Sb -0.99 -0.09 4.09
O 4.91 -4.08 0.97
N 3.83 -4.17 2.98
C 0.73 -1.89 1.38
C 4.01 -3.72 1.71
C -3.99 2.65 -2.32
C -1.34 3.04 0.33
N -1.73 4.12 0.93
H -2.49 5.64 2.70
H 1.93 2.40 2.98



Record 4
67
Properties=species:S:1:pos:R:3 method="wB97M-V/def2-TZVPD" homo_ev="-13.1 / -13.9" total_charge=+2 multiplicity=4 s2=3.77 orbital_gap_ha="0.182 / 0.138" fmax_ev_per_a=3.76 lumo_energy_ev="-8.19 / -10.17" total_energy_ev=-74494.82538 relative_energy_kcal_mol=13.50
C -1.17 2.45 -2.12
H 3.96 1.64 -0.02
N -0.76 1.78 -1.03
N 1.19 1.82 0.64
O 1.29 -1.66 -1.43
H -0.24 -5.55 -5.36
H -2.82 3.90 -2.43
H -2.89 -0.19 2.91
C 0.85 -3.44 -2.96
H -0.47 -3.18 -4.64
H -3.22 3.46 0.19
C 5.65 -0.84 -1.05
H -2.98 2.27 6.76
C -2.26 3.24 -1.78
H -0.65 1.38 -3.90
O -0.38 -0.32 -2.23
I 2.37 -0.99 1.23
H -1.26 1.89 6.44
H 4.28 3.19 0.75
H 0.17 -3.33 -0.07
H -2.76 -2.78 2.13
C -2.22 -1.94 1.73
H -2.48 0.65 6.29
N -0.82 -0.71 0.49
C 2.29 2.54 0.98
C -1.30 -1.97 0.69
N -1.44 0.09 1.40
H -3.81 3.20 1.94
C 0.76 2.82 2.56
C -2.28 -0.63 2.14
C 0.15 -3.88 -4.09
H -1.24 -3.10 -1.12
C -2.29 1.72 6.13
H 5.90 -1.59 -0.31
C -2.47 2.06 4.70
C 0.29 -5.20 -4.48
N -1.58 2.14 0.01
C -2.48 3.03 -0.44
H 3.37 3.14 -0.76
C 1.79 -5.62 -2.64
N 0.26 2.00 1.63
H -1.07 3.06 -4.14
C 1.10 -6.07 -3.76
N 0.69 -2.11 -2.54
W 0.78 0.10 -0.77
C -0.90 -3.17 -0.09
C -3.24 2.78 2.75
H 2.40 -6.30 -2.07
H -1.38 -4.04 0.35
H 6.26 0.04 -1.18
C 1.67 -4.30 -2.23
C -3.55 2.75 4.08
C 2.04 3.18 2.19
C 3.54 2.63 0.19
N -0.23 -1.35 -3.01
H 1.20 -7.09 -4.08
H -4.41 3.19 4.57
H 2.20 -3.95 -1.36
H 2.72 3.83 2.72
I 4.45 -1.40 -2.60
H 0.49 2.65 -3.45
Cl 2.19 1.13 -2.18
B -1.24 1.63 1.42
C -0.56 2.37 -3.48
N -2.05 2.15 2.58
H 0.20 3.09 3.43
N -1.59 1.72 3.78